C19H26As2AuBrClN2O2S as an isolated structure in a non-equilibrium geometry, computed with ωB97M-V/def2-TZVPD.

Structure (XYZ):
```
55
Properties=species:S:1:pos:R:3:mulliken_charge:R:1
Au 0.43 0.49 -0.35 0.50
C -2.42 -3.27 0.61 -1.22
As -1.35 -1.90 -0.30 0.60
C -2.59 -1.48 -1.76 -1.10
C -0.02 -3.02 -1.20 0.11
C -0.38 -3.96 -2.15 -0.54
C 0.60 -4.69 -2.81 -0.79
C 1.94 -4.49 -2.53 -0.65
C 2.31 -3.56 -1.56 -0.46
C 1.33 -2.84 -0.89 0.28
As 1.74 -1.53 0.48 0.61
C 3.68 -1.46 0.69 -1.24
C 1.23 -2.46 2.10 -1.08
H -2.79 -3.99 -0.12 0.40
H -3.27 -2.80 1.11 0.42
H -1.82 -3.79 1.35 0.38
H -2.91 -2.41 -2.23 0.45
H -2.12 -0.83 -2.50 0.32
H -3.46 -0.97 -1.35 0.38
H -1.42 -4.13 -2.39 0.28
H 0.31 -5.41 -3.56 0.41
H 2.69 -5.06 -3.04 0.40
H 3.35 -3.42 -1.32 0.42
H 4.05 -2.45 0.98 0.44
H 3.91 -0.75 1.50 0.41
H 4.17 -1.12 -0.22 0.42
H 1.52 -3.52 2.00 0.46
H 0.15 -2.38 2.27 0.26
H 1.76 -2.02 2.94 0.47
Cl 2.12 1.83 1.38 -0.13
C 0.86 2.14 2.57 -0.38
C -0.18 0.98 2.71 0.45
O -0.91 1.01 3.66 -0.62
O -0.18 0.09 1.79 -0.22
H 0.33 3.06 2.28 0.30
H 1.33 2.30 3.54 0.37
Br 0.48 1.15 -2.70 -0.57
N -2.21 3.28 -1.81 -0.23
C -2.83 2.56 -0.89 0.54
S -2.01 1.44 0.11 -0.32
N -4.14 2.67 -0.63 -0.10
C -5.15 3.46 -1.20 0.65
C -5.14 3.92 -2.51 -0.28
C -6.19 4.69 -2.98 -0.80
C -7.27 4.98 -2.16 -0.47
C -7.30 4.49 -0.86 -0.63
C -6.25 3.74 -0.38 -0.43
H -1.24 3.10 -2.02 0.07
H -2.69 4.03 -2.28 0.24
H -4.43 2.16 0.19 0.18
H -4.34 3.64 -3.19 0.50
H -6.16 5.08 -3.98 0.39
H -8.09 5.57 -2.53 0.39
H -8.14 4.70 -0.23 0.39
H -6.28 3.36 0.63 0.36
```

Output
ΔE to the lowest compared entry with this formula, charge and spin = 272.2 kJ/mol
gap between HOMO and LUMO (spin up / spin down) = 5.18 / 5.49 eV
LUMO energy (spin up / spin down) = -5.9 / -5.7 eV
charge = +1